Entry 1:
Density functional theory data (ωB97M-V/def2-TZVPD) for one molecule with the formula C5H9NO2 at a distorted geometry.

Each line ends with the natural charge from an NBO analysis.
Cartesian coordinates (Å):
O  -2.748  -0.415  1.703  -0.615
C  -0.406  -0.180  -0.352  -0.157
H  -0.379  -0.719  -2.638  0.137
H  -0.405  1.810  0.281  0.223
H  -1.334  0.325  -0.739  0.221
H  2.312  1.927  0.161  0.220
C  0.106  -0.841  -1.609  0.430
C  0.333  1.003  0.358  -0.394
H  1.207  2.056  -1.289  0.209
H  2.198  0.587  -0.909  0.227
H  0.033  -1.981  0.815  0.393
O  1.041  -1.590  -1.673  -0.507
C  -1.701  -1.122  1.734  0.506
C  1.551  1.371  -0.463  -0.639
N  -0.844  -1.174  0.661  -0.616
H  -1.527  -1.824  2.573  0.142
H  0.562  0.768  1.385  0.219

Calculated values
E_LUMO = 0.486 eV
Electronic energy = -10914.02926 eV
SMILES string = CC[C@@H](C=O)NC=O
HOMO-LUMO gap = 10.25 eV
Relative energy (zero: lowest compared OMol25 entry of this formula, charge and spin) = 58.72 kcal/mol

Entry 2:
Density functional theory data (ωB97M-V/def2-TZVPD) for a 3-piece molecular cluster, C5H9NO2 overall at a distorted geometry.

Each line ends with the natural charge from an NBO analysis.
Cartesian coordinates (Å):
C  -0.554  -1.225  1.625  0.543
C  -1.335  1.833  -1.628  -0.749
H  0.558  -0.243  -2.330  0.216
H  2.493  -0.987  -0.091  0.200
O  -1.475  -1.921  1.305  -0.610
C  -0.696  1.361  -0.595  0.701
C  1.598  -1.052  -0.700  -0.364
H  1.204  -2.051  -0.841  0.211
H  1.846  0.841  -1.585  0.206
H  0.249  0.215  2.821  0.395
C  1.209  -0.030  -1.491  -0.449
H  0.367  -1.133  0.960  0.108
H  -0.838  2.087  -2.547  0.246
N  -0.431  -0.526  2.773  -0.822
O  -0.524  1.286  0.578  -0.494
H  -2.408  1.945  -1.582  0.271
H  -1.265  -0.399  3.326  0.392

Calculated values
E_LUMO = -0.090 eV
Electronic energy = -10913.19050 eV
SMILES string = C=C=O.NC=O.C=C
HOMO-LUMO gap = 8.97 eV
Relative energy (zero: lowest compared OMol25 entry of this formula, charge and spin) = 78.06 kcal/mol

Entry 3:
Density functional theory data (ωB97M-V/def2-TZVPD) for a 2-piece molecular cluster, C5H9NO2 overall at a distorted geometry.

Each line ends with the natural charge from an NBO analysis.
Cartesian coordinates (Å):
H  1.494  1.001  -1.296  0.225
C  -0.910  -0.066  -1.618  -0.640
H  1.627  0.911  0.478  0.201
C  0.952  -2.025  0.317  0.873
N  0.497  -2.156  1.413  -0.768
H  -0.178  -0.885  -2.020  0.233
H  -0.076  -1.713  2.037  0.425
O  1.472  -2.075  -0.717  -0.531
H  0.321  1.283  2.184  0.502
C  0.968  1.141  -0.421  -0.642
C  -0.339  0.413  -0.296  -0.122
O  -0.595  1.000  1.996  -0.721
H  0.718  2.324  -0.529  0.212
H  -1.872  -0.531  -1.206  0.218
C  -1.039  0.479  0.849  0.130
H  -2.077  0.035  1.065  0.187
H  -0.962  0.864  -2.234  0.220

Calculated values
E_LUMO = 0.614 eV
Electronic energy = -10914.19489 eV
SMILES string = CC(C)=CO.N=C=O
HOMO-LUMO gap = 9.09 eV
Relative energy (zero: lowest compared OMol25 entry of this formula, charge and spin) = 54.90 kcal/mol

Entry 4:
Density functional theory data (ωB97M-V/def2-TZVPD) for one molecule with the formula C5H9NO2 at a distorted geometry.

Each line ends with the natural charge from an NBO analysis.
Cartesian coordinates (Å):
H  -1.853  -0.098  2.400  0.197
H  0.333  -1.120  -1.998  0.239
N  -0.580  0.280  0.789  -0.631
H  -0.725  1.251  -1.640  0.136
O  1.048  1.896  -0.848  -0.592
O  -1.492  -1.617  -0.219  -0.554
C  1.970  -0.778  -0.573  -0.611
H  2.142  -0.367  0.426  0.205
H  2.645  -0.238  -1.245  0.234
H  2.251  -1.834  -0.519  0.218
C  0.538  -0.630  -1.046  -0.398
C  0.178  1.061  -1.040  0.452
C  -0.513  -0.913  -0.053  0.680
H  -2.662  0.387  0.894  0.223
H  0.277  0.561  1.258  0.407
H  -1.759  1.597  1.879  0.210
C  -1.797  0.562  1.534  -0.415

Calculated values
E_LUMO = 0.758 eV
Electronic energy = -10914.65447 eV
SMILES string = CNC(=O)[C@H](C)C=O
HOMO-LUMO gap = 10.05 eV
Relative energy (zero: lowest compared OMol25 entry of this formula, charge and spin) = 44.30 kcal/mol

Entry 5:
Density functional theory data (ωB97M-V/def2-TZVPD) for one molecule with the formula C5H9NO2 at a distorted geometry.

Each line ends with the natural charge from an NBO analysis.
Cartesian coordinates (Å):
O  0.841  1.303  -0.981  -0.562
H  -1.050  -1.833  -1.522  0.369
C  -0.611  1.110  -0.789  -0.097
C  1.530  0.341  -0.094  -0.092
H  -0.756  -2.047  0.917  0.241
O  0.158  1.024  1.717  -0.734
C  0.440  -0.122  0.944  0.139
C  -0.832  -0.960  1.079  -0.374
H  0.424  0.798  2.626  0.479
H  -1.097  1.218  -1.809  0.197
N  -0.278  -1.257  -1.191  -0.849
C  -0.700  -0.283  -0.187  0.046
H  2.432  0.817  0.346  0.209
H  1.943  -0.492  -0.686  0.197
H  -1.554  -0.739  1.859  0.247
H  -0.975  1.940  -0.172  0.211
H  0.085  -0.820  -2.056  0.372

Calculated values
E_LUMO = 0.848 eV
Electronic energy = -10911.95654 eV
SMILES string = N[C@]12COC[C@]1(O)C2
HOMO-LUMO gap = 9.17 eV
Relative energy (zero: lowest compared OMol25 entry of this formula, charge and spin) = 106.52 kcal/mol

Entry 6:
Density functional theory data (ωB97M-V/def2-TZVPD) for one molecule with the formula C5H9NO2 at a distorted geometry.

Each line ends with the natural charge from an NBO analysis.
Cartesian coordinates (Å):
O  -1.879  -0.818  -0.846  -0.544
H  -2.200  1.814  -0.201  0.246
H  0.578  1.545  -0.368  0.176
H  0.121  -0.321  1.557  0.217
H  -1.381  1.546  1.357  0.219
C  0.069  -0.452  0.475  -0.185
H  0.177  -2.470  0.825  0.367
H  2.510  0.797  -1.784  0.176
C  -1.345  -0.125  -0.014  0.594
C  -2.000  1.090  0.589  -0.734
N  0.467  -1.798  0.115  -0.831
H  2.333  -0.913  -1.116  0.207
H  -2.967  0.808  1.011  0.249
H  0.014  -2.049  -0.755  0.379
C  1.023  0.572  -0.162  0.050
O  2.330  0.626  0.309  -0.481
C  2.150  0.148  -0.993  -0.105

Calculated values
E_LUMO = 0.849 eV
Electronic energy = -10914.59971 eV
SMILES string = CC(=O)[C@@H](N)[C@@H]1CO1
HOMO-LUMO gap = 10.20 eV
Relative energy (zero: lowest compared OMol25 entry of this formula, charge and spin) = 45.57 kcal/mol

Entry 7:
Density functional theory data (ωB97M-V/def2-TZVPD) for one molecule with the formula C5H9NO2 at a distorted geometry.

Each line ends with the natural charge from an NBO analysis.
Cartesian coordinates (Å):
O  2.570  -0.024  0.466  -0.682
H  0.459  1.403  -1.201  0.200
C  -0.726  -0.972  -0.434  -0.425
C  -0.312  1.332  -0.448  -0.231
C  0.275  -0.629  0.646  -0.190
O  1.926  -2.211  0.173  -0.592
H  -1.762  0.473  -1.861  0.228
H  -1.546  -1.585  -0.026  0.217
C  -1.440  0.360  -0.811  -0.416
N  0.342  0.861  0.804  -0.648
C  1.733  -1.064  0.453  0.776
H  -0.624  2.389  -0.261  0.205
H  -0.286  -1.614  -1.183  0.242
H  -2.313  0.518  -0.184  0.203
H  1.901  0.731  0.669  0.501
H  -0.165  1.173  1.646  0.384
H  -0.031  -1.139  1.552  0.229

Calculated values
E_LUMO = 0.616 eV
Electronic energy = -10915.98329 eV
SMILES string = O=C(O)[C@@H]1CCCN1
HOMO-LUMO gap = 10.31 eV
Relative energy (zero: lowest compared OMol25 entry of this formula, charge and spin) = 13.66 kcal/mol

Entry 8:
Density functional theory data (ωB97M-V/def2-TZVPD) for an isolated ion of composition C5H9NO2 and charge +1 at a distorted geometry.

Each line ends with the natural charge from an NBO analysis.
Cartesian coordinates (Å):
H  0.010  -1.163  1.222  0.259
O  1.389  2.414  1.575  -0.658
H  -0.659  1.144  1.947  0.269
C  1.144  1.355  0.844  0.823
H  -1.638  -0.692  0.976  0.256
C  -0.317  0.974  0.935  -0.520
H  0.872  -1.662  -2.094  0.410
H  -0.886  1.739  0.398  0.265
H  -2.552  -1.176  -1.309  0.227
O  1.969  0.773  0.180  -0.633
H  2.307  2.657  1.756  0.526
H  -1.313  -1.583  -2.666  0.216
C  -0.624  -0.491  0.640  -0.469
C  -0.469  -0.993  -0.768  0.291
N  0.754  -1.295  -1.158  -0.579
C  -1.533  -1.284  -1.640  -0.152
H  1.548  -0.716  -0.839  0.469

Calculated values
Net charge = +1
E_LUMO (spin up / spin down) = -3.585 / -7.077 eV
⟨S²⟩ = 0.765
Electronic energy = -10908.52799 eV
HOMO-LUMO gap (spin up / spin down) = 11.29 / 7.84 eV
Relative energy (zero: lowest compared OMol25 entry of this formula, charge and spin) = 0.00 kcal/mol
Spin multiplicity = 2

Entry 9:
Density functional theory data (ωB97M-V/def2-TZVPD) for a 2-piece molecular cluster, C5H9NO2S overall at a distorted geometry.

Each line ends with the natural charge from an NBO analysis.
Cartesian coordinates (Å):
C  -0.622  0.711  1.140  -0.615
H  0.121  2.529  0.362  0.192
C  -0.747  -1.570  -1.743  0.003
H  1.403  0.484  -1.046  0.486
H  1.798  1.671  2.116  0.204
C  0.509  1.500  0.500  0.119
H  -0.769  -0.295  0.762  0.276
C  -1.741  1.198  1.518  0.721
H  1.874  -0.064  1.469  0.224
H  2.773  1.450  0.569  0.207
O  -2.622  1.728  2.005  -0.454
O  0.700  1.096  -0.830  -0.749
H  -1.104  -0.586  -2.077  0.201
H  0.166  -2.837  -0.615  0.352
C  1.876  1.120  1.270  -0.617
H  -1.832  -3.688  -1.852  0.128
N  0.057  -1.873  -0.844  -0.656
S  -1.840  -2.574  -2.706  -0.022

Calculated values
E_LUMO = 0.599 eV
Electronic energy = -21748.06489 eV
SMILES string = C[C@@H](O)C=C=O.[H]/N=C\S
HOMO-LUMO gap = 9.36 eV
Relative energy (zero: lowest compared OMol25 entry of this formula, charge and spin) = 82.93 kcal/mol

Entry 10:
Density functional theory data (ωB97M-V/def2-TZVPD) for a 2-piece molecular cluster, C5H9NO2Se overall at a distorted geometry.

Each line ends with the natural charge from an NBO analysis.
Cartesian coordinates (Å):
O  -4.310  0.538  -1.361  -0.601
H  -1.969  1.451  -0.841  0.195
H  -0.615  0.313  0.762  0.399
Se  1.437  1.740  0.499  0.143
H  3.025  -2.683  -0.774  0.208
H  2.192  -1.271  -1.679  0.198
H  -1.946  -0.359  1.481  0.390
O  -4.294  -0.145  0.889  -0.720
H  3.609  -1.020  1.054  0.203
H  -5.175  -0.530  0.650  0.494
H  3.746  1.335  0.398  0.240
H  3.179  0.775  -1.010  0.238
C  -2.402  0.739  -0.085  -0.088
C  -3.758  0.349  -0.289  0.645
C  3.085  -0.736  0.226  -0.212
C  3.017  0.704  -0.002  -0.629
C  2.770  -1.562  -0.770  -0.367
N  -1.591  0.361  0.854  -0.735

Calculated values
E_LUMO (spin up / spin down) = 0.584 / -2.337 eV
Electronic energy = -76258.83209 eV
HOMO-LUMO gap (spin up / spin down) = 10.05 / 4.45 eV
Relative energy (zero: lowest compared OMol25 entry of this formula, charge and spin) = 75.47 kcal/mol